The following is a quantum chemistry calculation of a molecular structure, C14H32AlCaF5ILiN3O9 at a distorted geometry, from OMol25.

Geometry as XYZ:
```
67
Properties=species:S:1:pos:R:3:mulliken_charge:R:1
C -1.16236 2.08092 0.44918 -0.77
C -2.21139 1.25608 1.19789 0.22
N -2.86541 0.21052 0.37162 -0.25
C -3.78310 0.87028 -0.41292 0.85
O -4.32594 0.29407 -1.36574 -0.88
C -4.01828 2.30581 0.08311 -0.84
C -3.38838 2.16580 1.49131 -0.86
I -4.97088 1.14530 2.61726 0.02
H -0.89532 2.92776 1.08733 0.05
H -0.26586 1.50961 0.21391 0.44
H -1.54302 2.51064 -0.48905 0.13
H -1.75677 0.90540 2.12466 0.32
H -2.13355 -0.25514 -0.16618 0.27
H -3.46997 2.90695 -0.64490 0.37
H -5.05865 2.58793 0.21328 0.41
H -3.12705 3.06546 2.03929 0.73
C 0.30495 4.99017 2.66243 0.57
O 1.39396 5.49858 3.07036 -0.70
O -0.30734 4.27333 3.72190 -0.40
O -0.25432 5.01409 1.58656 -0.65
H 0.39282 4.53428 4.34914 0.07
O -4.44574 -1.41555 5.33772 -0.62
H -3.89650 -2.17114 5.10465 0.31
H -4.32264 -0.79778 4.60658 0.24
C -0.25502 0.62132 -3.35950 -0.81
O -0.31779 -0.46719 -2.44208 0.00
C -0.79839 -1.68266 -2.97672 -0.74
C 0.28089 -2.73259 -3.08586 -0.60
N 1.21584 -2.37632 -4.14713 -0.37
C 2.42755 -3.20399 -4.15823 -0.74
C 3.35521 -3.14679 -2.94723 -0.46
O 4.01476 -1.91190 -2.77669 -0.46
C 3.28408 -0.92272 -2.08529 -0.47
H -0.04986 1.52329 -2.78662 0.25
H 0.54746 0.48077 -4.08475 0.35
H -1.20903 0.75190 -3.88902 0.34
H -1.31352 -1.52437 -3.95113 0.68
H -1.54497 -2.04908 -2.25220 0.04
H -0.17971 -3.70059 -3.30492 0.44
H 0.77125 -2.80716 -2.11064 0.19
H 1.49305 -1.40882 -4.03923 0.13
H 3.00649 -2.88896 -5.02960 0.38
H 2.13597 -4.24340 -4.33299 0.44
H 4.14884 -3.87754 -3.12114 0.39
H 2.85989 -3.45589 -2.01901 0.33
H 2.61493 -1.35070 -1.33304 0.24
H 2.71501 -0.29677 -2.78626 0.08
H 3.99651 -0.27191 -1.58052 0.41
Li 1.75797 3.20062 3.45587 0.90
Ca -3.41991 -1.60725 -2.49397 1.55
F 1.10589 2.86842 0.99354 -0.87
O -4.16416 -4.82432 -0.20965 -0.57
H -4.26102 -5.74999 0.03982 0.29
H -4.96796 -4.41036 0.12389 0.29
C -0.14237 4.69784 7.61629 -0.83
C 0.78690 5.33997 6.68268 0.41
N 1.50268 5.84080 5.94497 -0.34
H 0.23002 3.71237 7.88926 0.26
H -0.23899 5.30379 8.51485 0.32
H -1.11960 4.59347 7.14820 0.26
F 7.82190 -1.26990 -2.22966 -0.44
Al 7.66903 -2.72354 -1.32651 0.75
F 9.15359 -3.05996 -0.52534 -0.41
F 7.28550 -4.02418 -2.38839 -0.45
F 6.41724 -2.55074 -0.15919 -0.44
O -0.87451 -5.22998 -2.10409 -0.84
H -1.63083 -5.57835 -1.62221 0.10
```

Calculated values
LUMO energy ... -1.988 eV
Net charge ... -1
Largest force on an atom ... 2.07 eV/A
HOMO level ... -5.82 eV
E ... -3118.8406 hartree
Orbital gap ... 0.141 Ha

The following is a quantum chemistry calculation of a molecular structure, C45H49BCl2N11O3S3Zr at a distorted geometry, from OMol25.

Geometry as XYZ:
```
115
Properties=species:S:1:pos:R:3:mulliken_charge:R:1
Zr 0.20391 0.45701 -0.03843 -0.69
C 3.30846 -3.39476 -0.09559 -1.64
C 2.60085 -3.28861 1.20189 0.53
C 3.10203 -3.81852 2.36108 -0.97
C 2.37976 -3.68507 3.57033 -0.33
N 1.27077 -2.98756 3.60761 0.21
N 0.76289 -2.46045 2.49282 0.92
B -0.57083 -1.73803 2.61912 -0.84
N -0.52073 -0.17728 2.81696 0.12
N -0.91019 -0.96956 3.84339 0.16
C -1.26245 -0.57165 5.03970 0.69
C -1.11626 0.82136 5.27810 -1.05
C -0.59234 1.66285 4.33240 -0.36
C -0.31882 3.08654 4.61320 -2.11
C -0.23575 1.13526 3.02635 1.48
S 0.56137 2.13704 1.92945 -0.38
C -1.77802 -1.55591 6.04730 1.87
C -2.13805 -0.90488 7.37893 -2.32
C -3.03627 -2.19947 5.44586 -1.20
C -0.68272 -2.60492 6.26545 -1.32
N -1.71697 -2.49905 1.99509 0.67
N -1.89658 -3.63884 2.69276 -0.79
C -2.86021 -4.46056 2.37371 0.35
C -3.71522 -4.16586 1.27856 -0.75
C -3.53217 -3.02970 0.53640 -0.21
C -4.36601 -2.68371 -0.63694 -1.79
C -2.47734 -2.15044 0.93604 1.50
S -2.23032 -0.65956 0.16583 -0.14
C -3.06849 -5.70772 3.20255 2.18
C -3.11705 -6.93277 2.27542 -1.80
C -1.95563 -5.88106 4.23816 -1.85
C -4.41700 -5.58145 3.93300 -1.53
C 1.35194 -2.60688 1.27889 1.21
S 0.58173 -2.09757 -0.16052 -0.41
C 2.82717 -4.35168 4.85003 2.08
C 4.14942 -5.09897 4.68707 -2.32
C 1.74335 -5.37038 5.23479 -1.36
C 2.96740 -3.29283 5.94954 -1.33
H 4.28322 -3.85144 0.04239 0.44
H 3.43104 -2.41054 -0.54671 0.13
H 2.72779 -3.99338 -0.79723 0.43
H 4.04541 -4.33620 2.35365 0.74
H -1.37745 1.21335 6.24704 0.75
H -0.63028 3.35967 5.61684 0.49
H -0.82100 3.73185 3.89245 0.37
H 0.74825 3.28467 4.49494 0.41
H -2.94798 -0.18986 7.27378 0.47
H -1.28111 -0.42312 7.83833 0.51
H -2.47740 -1.67860 8.05957 0.41
H -3.79082 -1.44840 5.22637 0.47
H -3.45981 -2.88424 6.17228 0.52
H -2.80182 -2.75246 4.54280 -0.20
H 0.16426 -2.14234 6.76477 0.68
H -0.35745 -3.03304 5.32215 -0.38
H -1.05548 -3.39378 6.90917 0.46
H -4.51258 -4.84721 1.03432 0.49
H -5.18274 -3.38834 -0.75388 0.45
H -3.75953 -2.67844 -1.54335 0.37
H -4.76801 -1.67829 -0.53353 0.37
H -2.22975 -6.99024 1.64923 0.38
H -3.99631 -6.91828 1.63736 0.37
H -3.16756 -7.83639 2.87718 0.49
H -0.98111 -5.89786 3.75971 0.36
H -2.09454 -6.81925 4.76939 0.62
H -1.97643 -5.07236 4.96185 0.12
H -5.25315 -5.56289 3.23994 0.41
H -4.45578 -4.68168 4.54198 0.19
H -4.54046 -6.44259 4.58426 0.49
H 4.06614 -5.89745 3.95500 0.45
H 4.41589 -5.55930 5.63361 0.42
H 4.96467 -4.43714 4.40723 0.49
H 1.65073 -6.13390 4.46715 0.39
H 0.78286 -4.88834 5.37038 0.06
H 2.01986 -5.86107 6.16263 0.51
H 3.84034 -2.66986 5.77607 0.37
H 3.08726 -3.77300 6.91512 0.43
H 2.08567 -2.66462 5.98532 -0.02
Cl 1.55929 1.85360 -6.69172 -0.12
C 1.69973 1.32778 -5.07660 -0.44
C 0.70875 1.56850 -4.17370 -0.82
C 0.86197 1.16097 -2.79021 1.95
N 0.25659 1.90056 -1.69613 0.21
C -0.55541 3.01885 -1.90996 -0.23
O -0.42868 3.78630 -2.82138 -0.55
C -1.57370 3.14292 -0.82120 0.39
C -2.45103 4.22222 -0.82514 -0.74
C -3.40831 4.29942 0.17492 -0.53
C -3.44795 3.28806 1.12610 -1.35
C -2.53691 2.24628 1.04593 -0.16
N -1.60274 2.15613 0.09459 0.91
C 2.14900 0.56721 -2.36226 0.06
C 3.10276 0.28201 -3.33583 -1.24
C 2.90039 0.63516 -4.66699 0.07
Cl 4.06635 0.27403 -5.81209 -0.05
N 2.21110 0.40294 -1.01778 0.65
C 3.44930 0.18323 -0.44214 -0.11
O 4.48016 -0.01086 -1.04264 -0.60
C 3.46915 0.25792 1.05103 0.25
C 4.69076 0.60673 1.62271 -0.89
C 4.82046 0.61670 2.99892 -1.10
C 3.71748 0.22660 3.74397 -1.12
C 2.54642 -0.10466 3.08634 -0.02
N 2.37597 -0.07137 1.75752 1.27
H -0.21125 2.04474 -4.48350 0.63
H -2.36186 4.96490 -1.60631 0.57
H -4.10323 5.12465 0.19949 0.51
H -4.17418 3.31036 1.92297 0.55
H -2.56587 1.44503 1.78015 0.64
H 4.04092 -0.17138 -3.05234 0.77
H 5.51204 0.85239 0.96833 0.65
H 5.74961 0.89351 3.47191 0.52
H 3.75564 0.17220 4.82035 0.66
H 1.70940 -0.43359 3.68479 0.19
O -1.39759 0.27827 -2.58310 -0.64
N -0.28390 0.34068 -2.11306 0.85
```

Calculated values
LUMO energy ... -9.281 eV
Net charge ... +3
Largest force on an atom ... 3.32 eV/A
HOMO level ... -15.87 eV
Energy relative to the best compared isomer or geometry (same formula, charge and spin) ... 378.5 kJ/mol
E ... -4758.2832 hartree
Orbital gap ... 0.242 Ha

The following is a quantum chemistry calculation of C5H9NO in the gas phase at a distorted geometry, from OMol25.

Geometry as XYZ:
```
16
Properties=species:S:1:pos:R:3:mulliken_charge:R:1
H -1.13582 -2.89144 0.56203 0.30
N -0.72238 -2.45832 -0.26591 -0.63
C -0.62082 -1.20840 -0.20604 0.36
C 0.06508 -0.34835 -1.28839 -0.48
C 0.07658 1.11339 -0.83235 -0.57
C 0.61750 1.22375 0.60120 -0.61
C 0.08884 0.02446 1.38138 -0.48
O -1.18539 -0.38476 0.88354 -0.46
H 1.08098 -0.67406 -1.57931 0.27
H -0.55496 -0.47717 -2.18195 0.31
H -0.95710 1.46829 -0.83638 0.28
H 0.64773 1.73859 -1.52589 0.36
H 1.71173 1.13947 0.62787 0.29
H 0.34180 2.18700 1.03770 0.32
H 0.17820 0.08243 2.46930 0.41
H 0.69891 -0.82682 1.04919 0.33
```

Calculated values
LUMO energy ... 1.030 eV
Largest force on an atom ... 2.16 eV/A
HOMO level ... -10.15 eV
Energy relative to the best compared isomer or geometry (same formula, charge and spin) ... 183.8 kJ/mol
E ... -325.8675 hartree
Orbital gap ... 0.411 Ha

The following is a quantum chemistry calculation of a molecular structure, C7H12N2OS2 at a distorted geometry, from OMol25.

Geometry as XYZ:
```
24
Properties=species:S:1:pos:R:3:mulliken_charge:R:1
C 1.67623 -1.54880 0.48927 -1.53
C 1.71541 -0.23508 0.05473 1.01
C 1.63757 0.84751 1.18952 -0.30
C 2.00013 2.19724 0.60259 -1.28
C -1.29029 -0.35394 -0.76915 0.40
C -1.61074 -1.78226 -2.34638 -0.31
C -2.69957 -1.79380 -1.47776 -0.40
H 2.43901 -1.72013 1.32875 0.44
H 0.55865 -1.47940 0.96845 0.27
H 1.44967 -2.49618 -0.43212 0.24
H 0.99469 0.20933 -0.77040 0.13
H 3.56968 -1.53444 -0.68236 0.37
H 2.25319 0.65234 2.11793 0.42
H 1.25918 2.34755 -0.20950 0.30
H 1.77543 2.98380 1.20788 0.50
H 2.93656 2.34386 -0.03515 0.28
H -1.49127 -2.56959 -3.17495 0.28
H -3.50868 -2.37302 -1.31101 0.45
H -3.06917 -0.73998 0.26916 0.22
N -0.73793 -0.74093 -1.91720 -0.44
N -2.35163 -0.94477 -0.33756 -0.06
O 3.10325 -0.17530 -0.38958 -0.73
S -0.19336 0.88504 2.01004 -0.06
S -1.11530 1.21452 0.06285 -0.20
```

Calculated values
LUMO energy ... -0.008 eV
Largest force on an atom ... 8.66 eV/A
HOMO level ... -8.96 eV
Energy relative to the best compared isomer or geometry (same formula, charge and spin) ... 666.0 kJ/mol
E ... -1254.8107 hartree
Orbital gap ... 0.329 Ha

The following is a quantum chemistry calculation of a molecular structure, C14H12NNaO2 at a distorted geometry, from OMol25.

Geometry as XYZ:
```
30
Properties=species:S:1:pos:R:3:mulliken_charge:R:1
C -1.75193 2.61843 1.78123 -0.98
N -1.72472 1.17639 1.50097 0.25
C -2.90670 0.35485 1.56746 0.48
O -4.03354 0.83618 1.74732 -0.72
C -2.38828 -0.98457 1.40594 -1.36
C -1.02935 -0.97165 1.12312 0.70
C -0.59829 0.42377 1.40274 0.04
O 0.59474 0.85382 1.53680 -0.84
H -0.71712 2.95895 1.88522 0.35
H -2.22408 3.16053 0.96001 0.29
H -2.31369 2.81915 2.69669 0.31
H -3.05928 -1.81781 1.36261 0.35
H -0.33450 -1.72816 1.64960 0.41
C -0.43629 0.08548 -2.34015 -1.10
Na 2.73402 0.66823 1.53070 0.96
C -1.25869 -0.73215 -1.53189 -0.69
C -0.45018 -1.51676 -0.61953 -0.35
C 0.95560 -1.24755 -0.99797 0.57
C 0.96097 -0.21183 -1.99989 0.68
C 2.18360 0.42442 -2.29839 -0.60
C 3.34029 0.03739 -1.61333 -0.32
C 3.31490 -1.00528 -0.66761 -0.99
C 2.12145 -1.67648 -0.37360 -0.47
H -0.74194 0.87704 -3.03722 0.40
H -2.35992 -0.74880 -1.53020 0.48
H -0.72175 -2.53350 -0.29582 0.57
H 2.16499 1.19501 -3.07810 0.39
H 4.30412 0.48453 -1.91388 0.39
H 4.27319 -1.31930 -0.22614 0.44
H 2.10236 -2.48033 0.37333 0.38
```

Calculated values
LUMO energy ... -1.175 eV
Largest force on an atom ... 3.52 eV/A
HOMO level ... -6.18 eV
E ... -908.1933 hartree
Orbital gap ... 0.184 Ha

The following is a quantum chemistry calculation of 9 unconnected molecules or ions with the total composition C45H45N9 at a distorted geometry, from OMol25.

Geometry as XYZ:
```
99
Properties=species:S:1:pos:R:3:mulliken_charge:R:1
C 2.32626 -1.74419 2.37931 0.04
C 2.32722 -3.12612 2.48134 -0.44
C 2.42409 -3.87952 1.32341 -0.57
N 2.27468 -3.34504 0.10986 -0.29
C 2.27127 -2.02772 0.02721 -0.73
C 2.39168 -1.17560 1.12214 0.18
H 2.18850 -1.11999 3.25497 0.47
H 2.38384 -3.60907 3.44857 0.46
H 2.49709 -4.96121 1.36021 0.37
H 2.11687 -1.60027 -0.96120 0.31
H 2.49686 -0.12285 0.90920 0.19
C -0.90860 -3.95760 -1.34755 0.85
C -0.10401 -5.08567 -1.36504 -0.40
C -0.48254 -6.22024 -0.68310 -0.47
N -1.67148 -6.32668 -0.08979 -0.59
C -2.45207 -5.25774 -0.06825 -0.51
C -2.12635 -4.05791 -0.69269 -0.70
H -0.62325 -3.01637 -1.80006 0.41
H 0.86186 -5.02722 -1.85226 0.35
H 0.15448 -7.09473 -0.63283 0.37
H -3.36152 -5.34134 0.51873 0.39
H -2.86270 -3.26566 -0.76746 0.40
C -0.45057 0.30915 -0.97393 0.86
C -1.05216 -0.61289 -0.12950 0.04
C -0.94893 -0.43490 1.23620 -1.14
N -0.30754 0.59058 1.79959 -0.43
C 0.21639 1.49457 0.97701 -0.67
C 0.20672 1.38256 -0.40951 -0.41
H -0.47411 0.17840 -2.04886 0.35
H -1.63370 -1.43205 -0.53227 -0.05
H -1.35001 -1.20401 1.88859 0.47
H 0.60029 2.37447 1.48361 0.67
H 0.79893 2.07816 -0.99315 0.06
C 1.40074 -1.95481 -4.06000 -0.31
C 1.61750 -3.29868 -4.31845 -0.27
C 0.56664 -4.06174 -4.82903 -0.37
N -0.66761 -3.60251 -4.97831 -0.60
C -0.87809 -2.32139 -4.67092 -0.52
C 0.11677 -1.45744 -4.25477 -0.21
H 2.24919 -1.33176 -3.80777 0.44
H 2.60507 -3.72789 -4.21233 0.40
H 0.82246 -5.06035 -5.17041 0.37
H -1.89377 -1.98593 -4.85373 0.53
H -0.09055 -0.42444 -4.00342 0.62
C -1.82979 -2.81746 5.19111 -0.72
C -2.78480 -3.76147 5.55361 -0.25
C -2.89374 -4.92932 4.82698 -0.44
N -2.21763 -5.13539 3.69188 -0.51
C -1.34920 -4.20449 3.31770 -0.05
C -1.06906 -3.06262 4.06107 -0.12
H -1.60611 -2.00944 5.87514 0.41
H -3.41753 -3.59478 6.41717 0.37
H -3.63809 -5.67868 5.06929 0.36
H -0.91784 -4.33423 2.32740 0.57
H -0.26767 -2.37289 3.82814 0.39
C 5.14336 2.08242 3.25928 -0.53
C 5.45183 3.35773 3.70715 -0.35
C 4.89860 4.45072 3.05376 -0.37
N 4.07207 4.34216 2.01996 -0.25
C 3.74382 3.11607 1.62990 0.09
C 4.21971 1.96129 2.23031 -0.32
H 5.56515 1.23012 3.77610 0.42
H 6.11495 3.48078 4.55357 0.37
H 5.11356 5.47144 3.35190 0.38
H 2.96617 3.03385 0.87868 0.43
H 3.90077 0.98595 1.89352 0.23
C -4.72919 -0.32240 -3.06233 -0.58
C -3.41912 0.09240 -2.91933 0.23
C -3.17477 1.44262 -2.76063 -0.33
N -4.13167 2.36814 -2.84654 -0.56
C -5.38025 1.95847 -3.03022 -0.37
C -5.73033 0.61681 -3.11564 -0.45
H -4.95779 -1.37861 -3.14162 0.42
H -2.61505 -0.63230 -2.89259 0.31
H -2.19288 1.84748 -2.54009 0.63
H -6.13739 2.72545 -3.15198 0.36
H -6.78137 0.36959 -3.18298 0.39
C 2.33608 6.50146 -2.86885 -0.09
C 2.49988 5.22803 -3.37357 -0.79
C 2.58852 4.17897 -2.46707 -0.24
N 2.39946 4.31021 -1.15415 -0.02
C 2.21597 5.54457 -0.69740 0.01
C 2.22018 6.67375 -1.49318 -0.94
H 2.33759 7.36817 -3.51848 0.38
H 2.63568 5.02195 -4.42631 0.40
H 2.69339 3.15957 -2.82922 0.46
H 2.04433 5.62726 0.37141 0.44
H 2.22759 7.68370 -1.10883 0.38
C -1.35581 4.47344 0.44738 -0.35
C -2.38818 3.55034 0.39652 -0.13
C -2.89138 3.04277 1.58139 -0.43
N -2.37911 3.32991 2.77682 -0.59
C -1.37994 4.19987 2.82269 -0.37
C -0.85021 4.81347 1.69126 -0.43
H -0.89566 4.90436 -0.43324 0.48
H -2.86606 3.30236 -0.54405 0.58
H -3.73232 2.35807 1.58708 0.42
H -0.92571 4.34448 3.79788 0.37
H -0.05885 5.54955 1.75883 0.41
```

Calculated values
LUMO energy ... 0.363 eV
Largest force on an atom ... 1.21 eV/A
HOMO level ... -9.34 eV
Energy relative to the best compared isomer or geometry (same formula, charge and spin) ... 26.0 kJ/mol
E ... -2234.5001 hartree
Orbital gap ... 0.357 Ha